[1]
C41H37Cl3N10ReS as an isolated structure in a non-equilibrium geometry. Source: OMol25; level of theory: ωB97M-V/def2-TZVPD.

ORCA input file:
```
! RIJCOSX wB97M-V def2-TZVPD def2/J DEFGRID3
* xyz 2 2
Re 0.37766 0.83533 -0.72168
Cl -3.33155 5.44837 -1.79121
Cl -4.78525 3.16536 -2.89124
Cl -5.22677 3.96972 -0.17837
S -1.82881 -0.04304 -0.80682
N -0.20823 -2.01009 0.01380
N 0.09510 1.48361 1.35023
N 0.35756 1.97267 -3.43472
N 0.30181 0.86285 -2.83408
N 0.70321 -1.12150 -0.26598
N -2.56812 -3.70008 -0.25780
N 2.31143 1.46188 -0.18503
N -2.29591 2.69584 -0.07841
N -2.51869 -2.45996 -0.41438
N 0.34814 2.91626 -1.29999
C 3.65513 2.55392 1.30516
C -0.20895 0.00462 -5.10024
C -0.60372 0.42401 3.41482
C 0.62332 5.44477 -2.44786
C -1.74612 -4.66272 0.38787
C -2.25380 1.76238 2.21820
C -2.87111 0.57582 4.24641
C -0.36916 -5.36579 2.19368
C 0.87588 -1.60453 3.94732
C 0.05856 -1.55130 -3.28329
C -1.01488 -6.93396 0.47278
C -1.08144 -4.36452 1.56433
C 2.85419 -1.45927 -1.35232
C 2.03761 -1.67221 -0.25011
C 4.58947 -2.73071 -0.27945
C -0.47319 -1.04876 -5.95350
C -1.57113 0.13878 4.37849
C 4.38231 2.28999 0.15927
C -1.75164 -5.94576 -0.15245
C -2.24228 4.24802 1.83740
C 1.21130 2.00136 1.84567
C 0.57085 4.32315 -3.24364
C -0.47588 -2.35685 -5.48347
C 0.42012 4.01925 -0.53712
C 2.36513 2.04032 1.07984
C -2.72248 3.01584 -1.25425
C -0.19998 -2.60283 -4.14894
C 2.47681 -2.42065 0.83047
C -3.19701 1.38170 3.16945
C -2.72850 2.89373 1.32062
C 3.51660 1.63187 -0.73261
C 4.12944 -2.00209 -1.36737
C -0.32172 -6.64234 1.64221
C -1.45836 -1.60271 -0.24105
C 3.76250 -2.93592 0.81725
C 0.80154 -0.10528 3.67836
C 0.54946 5.28313 -1.06890
C 0.43619 3.08153 -2.63417
C -0.95583 1.22164 2.31353
C 0.05211 -0.24424 -3.74974
C -3.96434 3.81131 -1.46816
H 1.88610 -1.88893 4.24445
H 1.18813 0.41618 4.55857
H -1.17990 -3.38627 2.00234
H 0.61320 -2.15552 3.04999
H 5.58761 -3.14640 -0.29076
H 1.82274 -2.59345 1.67462
H 0.20082 -1.91432 4.74232
H 3.99348 3.05873 2.19593
H 0.36208 3.87566 0.52814
H -3.81071 2.88894 1.33330
H -2.31110 -6.16007 -1.05562
H -0.21211 1.01538 -5.47117
H 0.28690 -1.77621 -2.25417
H 4.11771 -3.50476 1.66581
H -1.28849 -0.43069 5.25331
H 0.23890 -7.42152 2.14041
H -1.41048 2.20846 -0.10008
H 3.73781 1.28058 -1.72860
H -2.59206 4.39809 2.85838
H 0.63113 4.36632 -4.32109
H -0.67964 -0.84545 -6.99513
H -0.68920 -3.17598 -6.15647
H -4.20135 1.77753 3.08920
H 2.48924 -0.90885 -2.21031
H 4.76085 -1.86070 -2.23424
H -0.17056 -3.61783 -3.77591
H -0.98960 -7.93113 0.05695
H -3.42302 -4.08084 -0.66301
H 1.21783 2.39432 2.85965
H -2.63540 5.05260 1.21541
H 1.48534 0.12493 2.86127
H -3.61576 0.32903 4.99087
H 0.13614 -5.16002 3.12776
H -1.15166 4.30267 1.84756
H 0.71784 6.42863 -2.88576
H 5.41377 2.53567 -0.02981
H 0.58480 6.13330 -0.40288
*
```

Calculated values
<S²>: 1.09
HOMO (spin up / spin down), eV: -13.03 / -13.00
Max |F|, Eh/bohr: 0.0272
E, eV: -108533.5586
Energy above the lowest of the compared OMol25 structures with the same formula, charge and spin, kJ/mol: 205.5

[2]
C25H18Br2Cl7DyN4O as an isolated structure. Source: OMol25; level of theory: ωB97M-V/def2-TZVPD.

ORCA input file:
```
! RIJCOSX wB97M-V def2-TZVPD def2/J DEFGRID3
* xyz 2 6
Dy -0.15763 -0.02994 -0.28805
Br -3.73373 6.21607 -0.48026
Br 2.31815 4.82347 4.13598
Cl 1.18257 -1.04843 2.90865
Cl 2.60424 0.63348 -1.77303
Cl 4.56821 -4.82719 1.04412
Cl 3.38251 -4.47863 -1.81743
Cl 3.46624 -3.13589 3.41211
Cl 1.12332 -2.35481 -2.31803
Cl 0.00290 1.25559 -2.94983
O -1.64182 -0.09325 1.45216
N 0.95930 1.92166 0.79264
N -1.98540 -1.56933 -1.20504
N -1.53333 2.15035 -0.31072
N -2.72829 -1.97624 1.96532
C -1.66538 4.45115 0.29836
C 0.57614 3.86769 2.12686
C 1.84351 -1.97363 1.57429
C 1.74988 0.93519 -3.28218
C -3.37771 3.47158 -1.06966
C 1.78897 3.66570 2.77924
C -2.85274 4.57678 -0.41166
C -3.19370 0.03089 3.26689
C 2.80995 -3.52354 -0.51954
C 2.84212 -2.91626 1.83435
C -2.55198 -2.52372 -0.44406
C -2.01933 -2.74921 0.95132
C -1.04240 3.21221 0.34049
C 2.59349 2.59584 2.41102
C 3.33254 -3.68280 0.76947
C -2.44266 -1.40331 -2.45459
C 1.82094 -2.56167 -0.70715
C -2.67312 2.28611 -0.99198
C 0.21574 2.99727 1.11515
C 1.33950 -1.76155 0.30602
C -4.05895 -3.12543 -2.20859
C -2.48388 -0.68582 2.16519
C -3.58416 -3.31614 -0.92194
C 2.12261 1.74500 1.43005
C -3.47450 -2.14648 -2.99484
H -2.99701 1.09400 3.17630
H -3.99646 -4.09334 -0.29262
H 3.54489 2.41076 2.88630
H -4.85756 -3.74409 -2.59439
H 1.80783 0.05222 -3.90737
H -2.82418 -0.32372 4.23053
H -1.93920 -0.65690 -3.05703
H 2.69917 0.87061 1.15118
H -3.39845 -2.43568 2.56238
H -3.79259 -1.96889 -4.01149
H -1.24170 5.31130 0.79302
H -4.26711 -0.15260 3.23085
H -4.30065 3.53063 -1.62725
H -0.94936 -2.52506 1.01102
H 2.13614 1.83125 -3.75501
H -2.12178 -3.80139 1.21399
H -3.05416 1.39874 -1.48825
H -0.06106 4.68809 2.41805
*
```

Calculated values
<S²>: 9.33
HOMO (spin up / spin down), eV: -13.71 / -13.71
Max |F|, Eh/bohr: 0.0106
E, eV: -286041.1213
Energy above the lowest of the compared OMol25 structures with the same formula, charge and spin, kJ/mol: 18.5

[3]
A 5-piece molecular cluster, C10H30O5 overall in a non-equilibrium geometry. Source: OMol25; level of theory: ωB97M-V/def2-TZVPD.

ORCA input file:
```
! RIJCOSX wB97M-V def2-TZVPD def2/J DEFGRID3
* xyz 0 1
O -3.85674 3.49225 4.66740
O 1.05768 -1.93363 -2.67579
O -2.06694 5.00239 -5.17287
O 2.30873 -0.78645 7.12094
O 0.70824 -6.59930 -4.81950
C 0.78208 -1.37921 -1.41191
C -1.47979 5.36314 -3.94877
C 1.19277 -2.24424 -0.18388
C -0.60201 -6.61605 -5.43330
C -1.48469 -7.40964 -4.45605
C 3.22345 -0.02050 6.35371
C -3.00605 3.96782 3.71461
C -2.85624 2.98482 2.55096
C 4.35774 0.34783 7.26550
C 0.01197 5.14220 -4.15898
H 0.24572 4.09999 -4.37638
H 0.48977 5.73317 -4.94036
H 1.05202 -1.20338 -3.29892
H -3.29417 4.93299 3.29803
H -3.85846 2.93887 2.12488
H -2.12764 3.39703 1.85289
H 3.97126 1.07343 7.98121
H -2.46092 -7.59183 -4.90537
H -0.29040 -1.23292 -1.28348
H -3.43861 2.85479 5.25084
H -2.02883 4.19956 4.13821
H -1.94949 4.75431 -3.17624
H 5.25027 0.80350 6.83671
H 3.64095 -0.60856 5.53641
H 0.93116 -1.82871 0.78926
H -1.65271 -7.03118 -3.44776
H 4.74575 -0.47855 7.86101
H 1.09989 -0.33662 -1.42244
H 0.63897 5.40988 -3.30850
H -0.52669 -7.04348 -6.43317
H -1.15510 -8.44751 -4.40820
H 2.24338 -2.50833 -0.30466
H -2.49671 1.98191 2.78126
H 0.66587 -3.19691 -0.23790
H 2.76499 -1.58932 7.38331
H 0.67217 -5.75856 -4.35752
H 2.84192 0.90325 5.91871
H -1.63867 6.43522 -3.83249
H -1.72603 5.60659 -5.83646
H -0.89987 -5.58006 -5.59494
*
```

Calculated values
HOMO, eV: -10.13
Max |F|, Eh/bohr: 0.0508
E, eV: -21091.1155
Structure (SMILES): CCO.CCO.CCO.CCO.CCO
Energy above the lowest of the compared OMol25 structures with the same formula, charge and spin, kJ/mol: 200.4

[4]
One molecule with the formula C4H11NO in a non-equilibrium geometry. Source: OMol25; level of theory: ωB97M-V/def2-TZVPD.

ORCA input file:
```
! RIJCOSX wB97M-V def2-TZVPD def2/J DEFGRID3
* xyz 0 1
O 1.24988 -1.29033 -1.53169
N -1.01062 -1.18237 0.64056
C 0.64978 0.65758 -0.21471
C 1.63160 -0.46731 -0.43571
C -0.82414 0.06433 -0.07364
C -1.62178 1.16483 0.63608
H 1.63367 -1.05327 0.51592
H 0.84182 1.16821 0.73550
H 2.66020 -0.13439 -0.57094
H 0.63749 1.36688 -1.04534
H -0.77761 -1.07167 1.62628
H -0.26616 -1.80168 0.32333
H 2.01613 -1.68164 -1.94135
H -1.36909 2.17449 0.31728
H -1.17822 -0.05329 -1.09169
H -2.67593 1.02242 0.38250
H -1.59705 1.11722 1.72761
*
```

Calculated values
HOMO, eV: -9.24
Max |F|, Eh/bohr: 0.0414
E, eV: -7863.5323
Structure (SMILES): C[C@H](N)CCO
Energy above the lowest of the compared OMol25 structures with the same formula, charge and spin, kJ/mol: 98.5

Q: Among the records above, which one has the highest max |F|?
A: C10H30O5